No. 1
C4H8NS | wB97M-V/def2-TZVPD

Geometry (Å):
H (-2.204, 0.748, -0.825)
S (1.813, -0.251, -0.177)
C (0.499, -1.348, 0.310)
C (1.107, 1.341, 0.232)
H (-0.608, 2.139, -0.440)
C (-0.870, -1.075, -0.251)
H (-0.921, -1.578, -1.283)
H (1.255, 1.286, 1.319)
H (1.637, 2.238, -0.208)
C (-1.221, 0.327, -0.382)
H (-1.516, -1.547, 0.431)
H (0.969, -2.238, 0.036)
N (-0.330, 1.276, -0.190)
H (0.390, -1.319, 1.428)

Output
**Largest force on an atom**: 4.2 eV/A
**Charge**: +1
**ΔE to the lowest compared entry with this formula, charge and spin**: 10.5 kcal/mol
**LUMO level**: -0.187 hartree
**Spin multiplicity**: 1
**Kohn-Sham gap**: 8.158 eV
**Structure (SMILES)**: C1=[NH+]CSCC1
**Energy**: -609.8532 hartree


No. 2
C3H10N2 | wB97M-V/def2-TZVPD

Geometry (Å):
H (2.768, -0.176, -1.280)
N (-1.884, -1.123, 1.682)
H (3.983, 1.688, -1.821)
N (-1.350, -0.153, -0.461)
H (-3.222, -0.348, 0.234)
H (-1.667, 0.822, -0.678)
H (-1.879, -0.137, 2.050)
H (-2.426, -1.921, -0.145)
C (-2.353, -0.908, 0.322)
C (2.757, 0.573, -0.601)
C (3.105, 1.720, -1.118)
H (2.592, 0.185, 0.427)
H (2.869, 2.545, -0.529)
H (-0.374, -0.304, -0.152)
H (-1.056, -1.734, 1.725)

Output
**Largest force on an atom**: 4.1 eV/A
**Charge**: +1
**ΔE to the lowest compared entry with this formula, charge and spin**: 68.7 kcal/mol
**LUMO level (spin up / spin down)**: -0.137 / -0.320 hartree
**Spin multiplicity**: 2
**Kohn-Sham gap (spin up / spin down)**: 8.871 / 3.880 eV
**Energy**: -229.3838 hartree


No. 3
C11H26BrINO10P3 | wB97M-V/def2-TZVPD

Geometry (Å):
O (-0.393, 1.374, -1.394)
C (4.617, 2.601, -3.792)
I (0.233, -2.463, 4.522)
O (5.341, 3.384, -3.217)
P (1.587, -2.051, 1.159)
Br (1.437, 3.796, 5.979)
H (-3.172, -1.276, 2.692)
C (-2.926, -2.176, 2.091)
P (0.269, 2.676, 4.360)
H (-3.279, 0.634, -2.404)
O (-4.175, -0.961, 0.325)
H (-3.241, -2.851, -0.002)
H (-1.245, -0.396, -3.256)
H (-5.201, -1.047, -1.528)
H (-1.145, -0.257, 3.816)
H (-3.200, 1.061, -0.641)
H (-4.736, 1.271, -1.577)
H (3.975, 2.521, -5.833)
O (-1.530, -2.358, 1.869)
H (0.367, 0.430, 5.298)
P (0.245, -0.141, -1.747)
C (-0.825, -1.120, 1.867)
O (1.429, -3.548, 0.395)
C (-4.197, -0.857, -1.091)
C (-0.286, -0.734, 3.289)
H (-1.586, -0.340, 1.616)
H (-0.367, -2.360, -0.877)
O (1.743, -0.178, -1.708)
H (3.581, 0.863, -3.094)
H (2.522, 2.211, -3.598)
C (3.455, 1.945, -3.096)
O (0.735, 0.233, 3.215)
O (0.812, 3.158, 2.826)
O (3.014, -1.287, 0.695)
C (-3.769, -2.255, 0.773)
H (-4.691, -2.825, 1.035)
C (4.847, 2.243, -5.238)
H (-0.782, 1.295, -0.514)
N (0.177, -1.055, 0.807)
H (-1.567, -1.116, -0.455)
C (-0.469, -1.324, -0.497)
H (2.223, -4.076, 0.512)
H (3.409, 2.292, -2.065)
C (0.929, 0.889, 4.453)
C (-3.838, 0.643, -1.444)
O (-0.297, -0.592, -3.268)
H (0.918, 4.114, 2.894)
H (3.005, -0.357, 0.945)
H (-3.444, -1.490, -1.602)
H (2.001, 0.947, 4.748)
H (5.035, 1.172, -5.331)
H (-3.256, -3.048, 2.699)
H (5.714, 2.786, -5.612)

Output
**Largest force on an atom**: 4.0 eV/A
**Charge**: 0
**LUMO level**: 0.002 hartree
**Spin multiplicity**: 1
**Kohn-Sham gap**: 7.865 eV
**Structure (SMILES)**: CCOCCO[C@@H]([C@@H](I)OCP(O)Br)N(CP(=O)(O)O)P(O)O.CC(C)=O
**Energy**: -5137.7188 hartree


No. 4
C5H5N3 | wB97M-V/def2-TZVPD

Geometry (Å):
C (1.012, -1.019, 0.169)
N (-1.814, 1.167, 0.098)
H (1.149, 2.310, -0.544)
C (1.779, 0.189, -0.034)
H (1.260, -1.803, -0.775)
C (0.816, 1.297, -0.019)
N (-0.531, 0.800, 0.477)
H (1.474, -1.434, 1.082)
C (-2.468, 0.025, -0.086)
H (-3.438, -0.151, -0.141)
N (-1.571, -1.188, -0.084)
H (2.738, 0.436, -0.417)
C (-0.406, -0.629, 0.275)

Output
**Largest force on an atom**: 8.4 eV/A
**Charge**: 0
**ΔE to the lowest compared entry with this formula, charge and spin**: 66.0 kcal/mol
**LUMO level**: 0.025 hartree
**Spin multiplicity**: 1
**Kohn-Sham gap**: 9.590 eV
**Structure (SMILES)**: C1=Cn2ncnc2C1
**Energy**: -357.6674 hartree


No. 5
C5H3N4S | wB97M-V/def2-TZVPD

Geometry (Å):
N (3.034, -1.087, -0.022)
H (-2.543, 0.269, -1.062)
H (-2.995, -0.548, 0.376)
N (2.686, 0.134, -0.037)
C (0.910, -1.637, 0.271)
H (-2.609, 1.260, 0.202)
C (-2.432, 0.214, -0.034)
N (-0.315, 1.150, 0.040)
S (0.914, 2.154, 0.049)
N (2.147, -2.019, 0.076)
C (-0.238, -1.178, 0.118)
C (2.404, 1.303, -0.042)
C (-0.963, -0.015, 0.065)

Output
**Largest force on an atom**: 3.7 eV/A
**Charge**: +1
**ΔE to the lowest compared entry with this formula, charge and spin**: 69.5 kcal/mol
**LUMO level**: -0.247 hartree
**Spin multiplicity**: 1
**Kohn-Sham gap**: 8.205 eV
**Structure (SMILES)**: CC1=C=C=N/N=N/C#S#[N+]1
**Energy**: -808.9802 hartree


No. 6
C4H9NO | wB97M-V/def2-TZVPD

Geometry (Å):
C (-1.035, -1.105, -1.146)
H (-2.011, -0.747, 1.972)
H (-1.806, 0.523, 0.751)
H (2.738, 0.830, -0.789)
O (0.654, 2.311, -0.033)
C (1.996, 0.335, -0.178)
C (1.042, 1.049, 0.429)
H (1.237, 2.589, -0.754)
H (0.770, 0.965, 1.472)
C (-0.999, -1.257, 0.199)
N (-1.630, -0.407, 1.104)
H (1.981, -0.739, -0.196)
H (-0.825, -1.931, -1.803)
H (-1.212, -0.152, -1.617)
H (-0.898, -2.264, 0.589)

Output
**Largest force on an atom**: 3.1 eV/A
**Charge**: 0
**ΔE to the lowest compared entry with this formula, charge and spin**: 84.0 kcal/mol
**LUMO level**: 0.039 hartree
**Spin multiplicity**: 1
**Kohn-Sham gap**: 8.938 eV
**Structure (SMILES)**: C=CN.C=CO
**Energy**: -287.6986 hartree